Entry from OMol25: a cluster of 7 separate species, C45H74F7N3O12S3 in total in a non-equilibrium geometry (ωB97M-V/def2-TZVPD).

As for the structure (SMILES): CCCOC[C@]1(CCCCCCCSc2nnco2)C(=O)O[C@H](S(=O)(=O)C(F)(F)C(F)(F)C(F)(F)F)[C@@H]1N=C=S.C1CCOC1.C1CCOC1.C1CCOC1.C1CCOC1.C1CCOC1.C1CCOC1. For the LUMO energy, the calculation gives 0.0 eV. The total energy is -128427.819 eV. Its total charge is 0. For the HOMO energy, the calculation gives -0.3145 Eh.

CARTESIAN COORDINATES (ANGSTROEM)
C: -3.50 7.69 3.95
C: -2.56 7.16 5.05
C: -1.28 6.57 4.53
O: -1.51 5.27 3.98
C: -0.31 4.60 3.66
C: -0.17 4.28 2.17
C: 1.31 4.06 1.85
C: 2.13 3.29 2.90
C: 3.24 2.43 2.28
C: 2.71 1.20 1.55
C: 3.81 0.15 1.36
C: 3.29 -1.28 1.42
C: 2.50 -1.67 0.16
S: 3.48 -2.95 -0.67
C: 2.80 -3.11 -2.26
N: 3.49 -3.04 -3.36
N: 2.60 -3.23 -4.40
C: 1.43 -3.37 -3.84
O: 1.48 -3.32 -2.50
C: -0.83 5.43 1.42
O: -0.37 6.46 1.13
O: -2.12 5.11 1.08
C: -2.39 3.73 1.16
S: -3.96 3.66 2.15
O: -4.99 3.59 1.15
O: -4.06 4.75 3.06
C: -4.15 2.07 3.09
F: -3.54 1.08 2.41
F: -5.46 1.79 3.10
C: -3.61 2.07 4.54
F: -2.34 2.50 4.56
F: -3.61 0.78 4.94
C: -4.45 2.90 5.60
F: -5.56 3.41 5.08
F: -3.70 3.90 6.06
F: -4.76 2.11 6.63
C: -1.03 3.16 1.58
N: -0.94 1.81 2.19
C: -0.94 0.89 1.41
S: -1.00 -0.29 0.41
H: -2.99 7.68 2.99
H: -4.40 7.10 3.87
H: -3.78 8.71 4.17
H: -2.26 8.01 5.66
H: -3.06 6.47 5.72
H: -0.87 7.22 3.75
H: -0.56 6.48 5.35
H: 0.53 5.25 3.91
H: -0.21 3.72 4.28
H: 1.45 3.60 0.88
H: 1.74 5.06 1.76
H: 1.51 2.61 3.48
H: 2.62 3.99 3.57
H: 3.91 3.04 1.67
H: 3.79 2.05 3.13
H: 1.95 0.76 2.19
H: 2.25 1.45 0.59
H: 4.33 0.31 0.42
H: 4.54 0.28 2.15
H: 2.66 -1.43 2.29
H: 4.14 -1.95 1.52
H: 2.32 -0.82 -0.49
H: 1.54 -2.10 0.44
H: 0.51 -3.53 -4.37
H: -2.65 3.39 0.16
H: -0.55 3.04 0.60
C: 4.11 -6.97 3.04
C: 2.92 -7.36 2.17
C: 2.54 -6.02 1.56
O: 3.74 -5.27 1.44
C: 4.79 -5.91 2.18
H: 4.77 -7.80 3.28
H: 3.77 -6.53 3.98
H: 3.24 -8.06 1.39
H: 2.10 -7.82 2.73
H: 1.84 -5.47 2.21
H: 2.08 -6.12 0.57
H: 5.49 -6.37 1.47
H: 5.32 -5.16 2.76
C: 7.31 1.85 5.91
C: 6.12 1.69 6.85
C: 5.01 2.37 6.06
O: 5.32 2.18 4.68
C: 6.66 1.69 4.54
H: 8.11 1.13 6.08
H: 7.73 2.86 6.01
H: 5.89 0.63 6.98
H: 6.27 2.12 7.83
H: 4.98 3.45 6.27
H: 4.02 1.96 6.27
H: 6.61 0.63 4.25
H: 7.16 2.24 3.76
C: -2.93 -3.16 -6.50
C: -3.32 -4.61 -6.77
C: -1.96 -5.29 -6.88
O: -1.07 -4.55 -6.03
C: -1.70 -3.34 -5.62
H: -3.71 -2.57 -6.02
H: -2.65 -2.66 -7.43
H: -3.87 -5.01 -5.91
H: -3.93 -4.74 -7.66
H: -1.57 -5.23 -7.91
H: -1.97 -6.33 -6.57
H: -1.98 -3.43 -4.56
H: -0.98 -2.52 -5.72
C: -5.26 2.21 -5.73
C: -6.18 1.00 -5.63
C: -5.54 0.04 -6.62
O: -4.14 0.32 -6.61
C: -3.90 1.55 -5.92
H: -5.29 2.86 -4.87
H: -5.51 2.80 -6.62
H: -6.14 0.58 -4.62
H: -7.22 1.21 -5.87
H: -5.92 0.20 -7.64
H: -5.69 -1.01 -6.36
H: -3.44 1.31 -4.95
H: -3.20 2.16 -6.49
C: -5.24 -7.33 -2.51
C: -6.69 -7.09 -2.90
C: -6.58 -5.85 -3.77
O: -5.29 -5.92 -4.40
C: -4.51 -6.94 -3.78
H: -5.03 -8.36 -2.20
H: -4.95 -6.67 -1.69
H: -7.06 -7.93 -3.49
H: -7.36 -6.95 -2.05
H: -6.62 -4.94 -3.16
H: -7.35 -5.79 -4.53
H: -4.43 -7.78 -4.48
H: -3.50 -6.55 -3.60
C: 5.88 2.23 -3.40
C: 4.94 1.28 -4.14
C: 4.46 0.38 -3.00
O: 4.46 1.20 -1.82
C: 5.15 2.42 -2.08
H: 6.04 3.17 -3.93
H: 6.84 1.76 -3.24
H: 4.10 1.83 -4.56
H: 5.41 0.72 -4.94
H: 5.14 -0.46 -2.84
H: 3.46 -0.02 -3.16
H: 4.42 3.23 -2.14
H: 5.83 2.63 -1.25

Entry from OMol25: a structure of composition C49H37CsF5N11O2P2S in a non-equilibrium geometry (ωB97M-V/def2-TZVPD).

For the LUMO energy, the calculation gives 3.5 eV. The total energy is -115446.472 eV. Its total charge is -2. For the HOMO energy, the calculation gives -0.1103 Eh.

CARTESIAN COORDINATES (ANGSTROEM)
Cs: -2.23 1.34 -1.31
O: 0.50 -3.49 2.64
S: 0.74 -3.15 1.21
C: -0.82 -2.77 0.43
C: -0.90 -3.41 -0.81
C: -2.05 -3.36 -1.58
C: -3.16 -2.70 -1.09
C: -3.09 -2.09 0.16
C: -1.94 -2.11 0.96
P: -2.37 -1.30 2.57
C: -2.83 -2.76 3.59
C: -2.53 -4.08 3.28
C: -2.95 -5.11 4.11
C: -3.66 -4.84 5.27
C: -3.96 -3.52 5.59
C: -3.56 -2.49 4.75
C: -0.95 -0.62 3.49
C: -0.30 -1.28 4.54
C: 0.60 -0.59 5.34
C: 0.87 0.75 5.09
C: 0.23 1.41 4.06
C: -0.69 0.73 3.27
C: 1.73 -1.62 1.21
C: 2.22 -1.29 2.47
C: 3.18 -0.30 2.61
C: 3.66 0.35 1.48
C: 3.17 0.01 0.23
C: 2.20 -0.98 0.06
P: 1.52 -1.30 -1.63
C: 2.53 -0.20 -2.69
C: 1.97 1.04 -2.99
C: 2.65 1.95 -3.79
C: 3.89 1.61 -4.31
C: 4.45 0.37 -4.03
C: 3.77 -0.53 -3.22
C: 2.29 -2.92 -2.02
C: 3.28 -3.53 -1.25
C: 3.81 -4.76 -1.62
C: 3.36 -5.39 -2.78
C: 2.38 -4.79 -3.56
C: 1.84 -3.57 -3.17
H: -0.04 -3.95 -1.17
H: -2.07 -3.82 -2.55
H: -4.06 -2.61 -1.68
H: -3.97 -1.56 0.53
H: -1.96 -4.31 2.39
H: -2.71 -6.14 3.85
H: -3.98 -5.64 5.91
H: -4.52 -3.29 6.49
H: -3.81 -1.47 5.00
H: -0.49 -2.33 4.72
H: 1.10 -1.11 6.16
H: 1.57 1.29 5.73
H: 0.40 2.46 3.87
H: -1.24 1.28 2.52
H: 1.84 -1.83 3.32
H: 3.53 -0.04 3.60
H: 4.41 1.12 1.57
H: 3.54 0.54 -0.64
H: 1.01 1.32 -2.57
H: 2.19 2.91 -3.98
H: 4.42 2.31 -4.94
H: 5.41 0.10 -4.44
H: 4.22 -1.50 -3.00
H: 3.63 -3.04 -0.35
H: 4.57 -5.23 -1.01
H: 3.77 -6.35 -3.07
H: 2.02 -5.27 -4.45
H: 1.07 -3.11 -3.77
N: -2.01 5.36 -0.80
C: -2.18 4.71 0.43
N: -2.19 5.37 1.58
N: -2.40 4.42 2.51
N: -2.51 3.26 1.93
N: -2.38 3.41 0.59
C: -1.09 4.91 -1.75
N: -0.27 5.75 -2.38
N: 0.43 4.96 -3.22
N: 0.05 3.73 -3.08
N: -0.93 3.66 -2.15
H: -1.92 6.36 -0.66
N: 0.59 1.85 0.64
C: 0.99 2.86 1.03
N: 1.48 3.99 1.55
C: 1.25 5.23 0.79
C: 2.27 5.37 -0.32
O: 3.60 5.30 0.21
C: 3.82 4.06 0.85
C: 2.86 3.87 2.02
H: 1.32 6.05 1.51
H: 0.24 5.22 0.40
H: 2.16 6.33 -0.82
H: 2.12 4.59 -1.07
H: 4.86 4.06 1.19
H: 3.68 3.24 0.13
H: 3.02 4.66 2.76
H: 3.00 2.90 2.49
F: -5.88 0.07 -1.88
C: -5.46 -0.21 -3.17
C: -4.17 -0.58 -3.41
C: -3.89 -0.83 -4.72
F: -2.62 -1.22 -5.10
C: -4.80 -0.74 -5.75
F: -4.49 -1.01 -7.04
C: -6.10 -0.36 -5.45
F: -7.03 -0.27 -6.43
C: -6.44 -0.09 -4.14
F: -7.72 0.26 -3.86

> Among the records above, which one has the lowest total charge?

C49H37CsF5N11O2P2S